Record 1
Molecular formula: C14H26N6O6Tl
Method: DFT, the ωB97M-V functional and the def2-TZVPD basis

Calculated total energy in eV: -40841.9306
HOMO energy (spin up / spin down) in eV: -10.930 / -10.932
Energy relative to the best compared isomer or geometry (same formula, charge and spin) in kcal/mol: 47.5
Molecular weight in g mol⁻¹: 578.781
Gap between HOMO and LUMO (spin up / spin down) in eV: 4.42 / 4.66
Total charge: +1

Cartesian coordinates (Å):
O1 -0.3368 -1.1045 -3.5428
H1 -0.4515 -1.6412 -4.3242
Tl1 -0.5663 0.2300 -1.1889
N1 1.0926 -1.2398 -1.2428
N2 -1.1775 -1.8282 -0.2741
N3 0.2436 2.2487 -0.6991
N4 -1.6486 1.1728 0.6614
O2 2.2647 -0.8883 -1.4325
O3 1.3355 2.8105 -1.3598
O4 -2.4916 0.5057 1.4882
O5 -2.0414 -2.0567 0.6566
C1 -0.5435 -2.8986 -0.8591
C2 0.7058 -2.5673 -1.4115
C3 -0.4046 3.0830 0.1300
C4 -1.4954 2.4799 0.8720
C5 1.5754 -3.4569 -2.2080
H2 1.6100 -3.1458 -3.2657
H3 1.2552 -4.5035 -2.1843
H4 2.5975 -3.3815 -1.8163
C6 -1.1310 -4.2702 -0.9191
H5 -2.1121 -4.2846 -1.4228
H6 -1.2471 -4.6529 0.1040
H7 -0.4806 -4.9722 -1.4591
C7 0.0027 4.5009 0.2928
C8 -2.3196 3.2772 1.8230
H8 0.6577 4.7663 -0.5444
H9 0.5509 4.6356 1.2401
H10 -0.9053 5.1215 0.2997
H11 -2.9248 2.6426 2.4749
H12 -2.9921 3.9389 1.2623
H13 -1.6717 3.9233 2.4244
H14 1.5597 2.1622 -2.0832
H15 -2.3471 -0.4587 1.2111
C9 -2.1416 0.3168 -2.5851
H16 -1.6055 -0.2347 -3.4351
H17 -2.3973 1.3777 -2.8122
H18 -2.9907 -0.3090 -2.2512
O6 1.2526 0.8329 -3.7210
H19 0.7488 -0.0873 -3.6563
H20 0.6321 1.3946 -4.2406
N5 0.1831 -2.0678 2.7905
C10 0.9921 -0.9852 2.8839
C11 1.7983 -0.7731 4.0480
C12 2.5583 0.3799 4.0981
C13 2.5649 1.2528 2.9978
C14 1.7880 0.9228 1.8807
N6 0.9984 -0.1399 1.8397
H21 -0.5700 -2.1374 2.0884
H22 0.2103 -2.7157 3.5570
H23 1.7287 -1.5210 4.8475
H24 3.1352 0.6022 4.9902
H25 3.1491 2.1629 2.9739
H26 1.8023 1.5806 1.0031

Atoms 1-2, force components in eV/Å:
O 1.55 -1.49 0.15
H 0.27 -0.42 -0.39



Record 2
Molecular formula: CH4N2O2S
Method: DFT, the ωB97M-V functional and the def2-TZVPD basis

Calculated total energy in eV: -19009.5764
HOMO energy in eV: -9.672
Energy relative to the best compared isomer or geometry (same formula, charge and spin) in kcal/mol: 54.1
Molecular weight in g mol⁻¹: 108.122
Gap between HOMO and LUMO in eV: 8.96
Total charge: 0

Cartesian coordinates (Å):
C1 0.2277 0.3146 0.6598
N1 -1.0513 -0.6331 -1.0213
N2 -0.4165 -0.8249 0.0075
O1 1.1406 0.4730 -2.2354
O2 -0.4867 -0.5327 -3.7348
S1 -0.2180 0.4622 -2.6982
H1 -0.4737 1.1410 0.6745
H2 0.1518 0.1052 1.6882
H3 1.1745 0.3881 0.1235
H4 -1.5878 -1.5312 -1.2152

Atoms 1-2, force components in eV/Å:
C -1.11 -0.30 -1.43
N -0.94 -1.77 1.04



Record 3
Molecular formula: C4H11NO3
Method: DFT, the ωB97M-V functional and the def2-TZVPD basis

Calculated total energy in eV: -11956.1938
SMILES string: C[C@@H](O)NO[C@@H](C)O
HOMO energy in eV: -9.061
Energy relative to the best compared isomer or geometry (same formula, charge and spin) in kcal/mol: 90.3
Molecular weight in g mol⁻¹: 121.136
Gap between HOMO and LUMO in eV: 9.84
Total charge: 0

Cartesian coordinates (Å):
C1 0.4238 0.2756 -1.3001
C2 -0.4658 0.0801 1.6981
C3 -0.0544 -0.1143 -2.6802
C4 -0.5699 -1.4113 1.4276
N1 -0.0899 1.3682 0.6208
O1 -0.5615 1.0543 -0.6827
O2 1.6592 0.9120 -1.3641
O3 0.3421 0.3560 2.7916
H1 1.8230 1.2986 -0.4893
H2 1.2284 0.0107 2.6245
H3 -0.5532 2.2386 0.8824
H4 0.5492 -0.5824 -0.5615
H5 -1.4645 0.4266 1.9861
H6 -1.0045 -0.6369 -2.6140
H7 0.6923 -0.7373 -3.1646
H8 -0.1913 0.7888 -3.2708
H9 -1.2033 -1.5847 0.5609
H10 -0.9794 -1.9168 2.3024
H11 0.4200 -1.8256 1.2329

Atoms 1-2, force components in eV/Å:
C 0.57 -1.38 1.35
C -1.19 3.30 0.39



Record 4
Molecular formula: C5H15NO
Method: DFT, the ωB97M-V functional and the def2-TZVPD basis

Calculated total energy in eV: -8954.6609
Multiplicity: 2
HOMO energy (spin up / spin down) in eV: -15.067 / -15.025
Energy relative to the best compared isomer or geometry (same formula, charge and spin) in kcal/mol: 74.4
Molecular weight in g mol⁻¹: 105.181
Gap between HOMO and LUMO (spin up / spin down) in eV: 11.82 / 6.18
Total charge: +1

Cartesian coordinates (Å):
C1 -0.5801 -1.6862 0.8342
N1 -1.0619 -0.4937 0.0880
C2 2.0484 1.5172 -1.2812
C3 0.9634 0.4443 -1.0947
C4 -0.0310 0.5923 0.2481
C5 0.8303 0.5338 1.5255
H1 0.5008 -1.9290 0.6888
H2 -0.9530 -1.4201 1.9124
H3 -0.9766 -2.6000 0.5222
H4 -1.0318 -0.7477 -0.9304
H5 2.4465 1.5178 -2.3742
H6 1.5386 2.4878 -1.0911
H7 3.0092 1.4547 -0.6198
H8 1.3498 -0.6063 -1.0427
H9 0.2351 0.3413 -1.9485
H10 -0.6288 1.4827 0.0936
H11 0.1117 0.8304 2.3875
H12 1.8481 1.0668 1.5498
H13 1.1030 -0.4570 2.0664
H14 -3.8945 -1.1141 -1.1909
H15 -2.9493 -0.5232 -0.1125
O1 -3.8779 -0.6918 -0.2306

Atoms 1-2, force components in eV/Å:
C -1.52 1.31 2.25
N 5.77 -1.64 -1.15



Record 5
Molecular formula: C2H2F2I2O
Method: DFT, the ωB97M-V functional and the def2-TZVPD basis

Calculated total energy in eV: -25788.0798
HOMO energy in eV: -9.112
Energy relative to the best compared isomer or geometry (same formula, charge and spin) in kcal/mol: 38.7
Molecular weight in g mol⁻¹: 333.841
Gap between HOMO and LUMO in eV: 9.09
Total charge: 0

Cartesian coordinates (Å):
C1 -0.5071 0.3242 -0.7845
C2 0.1725 -0.8103 0.8727
O1 0.5772 0.8291 -1.3509
F1 -0.3691 -2.0205 0.7777
F2 -0.2436 -0.2422 2.0038
I1 -1.9591 1.6665 0.0065
I2 2.3013 -0.8371 0.7026
H1 -0.9543 -0.4579 -1.3884
H2 0.9821 1.5480 -0.8395

Atoms 1-2, force components in eV/Å:
C 0.73 -2.03 3.27
C -1.27 2.10 -2.74



Record 6
Molecular formula: C41H54N10O6PbS2Si2Te
Method: DFT, the ωB97M-V functional and the def2-TZVPD basis

Calculated total energy in eV: -120547.0242
HOMO energy in eV: -7.680
Energy relative to the best compared isomer or geometry (same formula, charge and spin) in kcal/mol: 0.0
Molecular weight in g mol⁻¹: 1238.053
Gap between HOMO and LUMO in eV: 7.41
Total charge: 0

Cartesian coordinates (Å):
Pb1 -0.6339 -0.1107 1.4365
C1 3.9245 1.5749 2.8588
C2 2.6108 0.8738 3.0614
N1 1.4830 1.4662 2.9695
N2 1.4664 2.7769 2.6451
C3 0.2913 3.4911 2.6450
N3 0.4861 4.7934 2.2891
S1 -1.1786 2.8937 3.0756
C4 2.5602 -0.5914 3.3327
C5 3.6478 -1.2728 3.8645
C6 3.5606 -2.6461 4.0441
C7 2.3979 -3.2991 3.6847
C8 1.3485 -2.5403 3.1815
N4 1.4243 -1.2253 3.0168
H1 4.0381 2.4148 3.5500
H2 4.7763 0.9175 2.9957
H3 3.9774 1.9670 1.8386
H4 2.3332 3.2788 2.5014
H5 1.2295 5.0068 1.6406
H6 -0.3697 5.3011 2.1319
H7 4.5502 -0.7524 4.1501
H8 4.3983 -3.1927 4.4573
H9 2.2921 -4.3698 3.7878
H10 0.4122 -2.9978 2.8814
N5 -7.1114 3.9177 1.9673
C9 -6.0535 3.3013 1.3111
C10 -5.8941 3.4510 -0.0698
C11 -4.8680 2.8048 -0.7300
C12 -3.9931 1.9943 -0.0195
C13 -4.1537 1.8172 1.3493
C14 -5.1747 2.4724 2.0105
S2 -2.6967 1.1404 -0.8473
O1 -3.0192 1.0300 -2.2445
O2 -2.5653 -0.1255 -0.1108
N6 -1.2770 1.8473 -0.5756
C15 -1.0656 3.1128 -1.0021
N7 -2.0807 3.8284 -1.5331
C16 -1.8358 5.0697 -1.8971
C17 -0.5823 5.6569 -1.7832
C18 0.4051 4.8337 -1.2784
N8 0.2007 3.5835 -0.8803
H11 -7.4866 4.7363 1.5176
H12 -6.9973 4.0348 2.9607
H13 -6.5880 4.0728 -0.6232
H14 -4.7354 2.9147 -1.7963
H15 -3.5026 1.1508 1.9015
H16 -5.3030 2.3291 3.0766
H17 -2.6772 5.6227 -2.3053
H18 -0.3846 6.6723 -2.0910
H19 1.4259 5.2011 -1.1995
O3 -1.4725 -2.3236 1.7434
C19 -2.4652 -2.0187 2.4861
O4 -2.6334 -0.8900 2.9810
C20 -3.4746 -3.1016 2.7491
C21 -3.3528 -4.3437 2.1374
C22 -4.2940 -5.3368 2.3714
C23 -5.3619 -5.0964 3.2203
C24 -5.4608 -3.8510 3.8173
C25 -4.5416 -2.8447 3.5982
N9 -6.5967 -3.5910 4.7231
O5 -7.3927 -4.4923 4.9019
O6 -6.6770 -2.4904 5.2273
H20 -2.5135 -4.5120 1.4754
H21 -4.1987 -6.3008 1.8902
H22 -6.1110 -5.8466 3.4240
H23 -4.6430 -1.8783 4.0686
C26 2.8863 2.9584 -3.2197
Si1 3.5714 2.4673 -1.5526
C27 5.2361 1.6351 -1.7761
C28 3.7963 3.9657 -0.4359
C29 2.4161 1.2720 -0.6638
Te1 1.0386 0.1708 -1.8382
C30 2.4544 -0.9228 -2.9926
Si2 1.8644 -1.3704 -4.7326
C31 1.8070 0.1765 -5.7843
C32 3.0967 -2.5939 -5.4236
C33 0.1675 -2.1350 -4.6245
H24 3.5234 3.7039 -3.7011
H25 1.8807 3.3728 -3.1322
H26 2.8360 2.0977 -3.8915
H27 5.9662 2.3206 -2.2121
H28 5.1710 0.7652 -2.4328
H29 5.6324 1.2943 -0.8164
H30 4.1206 4.8462 -0.9944
H31 4.5404 3.7780 0.3412
H32 2.8434 4.1970 0.0454
H33 1.7484 1.8259 0.0004
H34 2.9431 0.5033 -0.0966
H35 2.6419 -1.8450 -2.4359
H36 3.3766 -0.3389 -3.0132
H37 2.7939 0.6350 -5.8822
H38 1.1252 0.9217 -5.3666
H39 1.4526 -0.0592 -6.7902
H40 4.1031 -2.1713 -5.4582
H41 2.8266 -2.8976 -6.4370
H42 3.1291 -3.4917 -4.8025
H43 -0.5871 -1.4277 -4.2706
H44 0.1679 -2.9940 -3.9495
H45 -0.1539 -2.4798 -5.6102
C34 3.2427 -2.2535 0.1800
C35 2.1103 -3.0763 -0.3713
C36 2.3007 -4.4395 -0.5817
C37 1.2860 -5.2283 -1.0937
C38 0.0600 -4.6504 -1.3878
C39 -0.1723 -3.2960 -1.1790
C40 -1.5239 -2.7168 -1.4695
C41 0.8668 -2.4889 -0.6741
N10 0.6519 -1.1141 -0.4097
H46 3.9768 -2.8932 0.6715
H47 2.8696 -1.5243 0.8962
H48 3.7680 -1.6968 -0.6030
H49 3.2616 -4.8807 -0.3405
H50 1.4457 -6.2865 -1.2577
H51 -0.7434 -5.2623 -1.7825
H52 -2.1261 -3.4200 -2.0459
H53 -1.4675 -1.7778 -2.0217
H54 -2.0461 -2.4849 -0.5420

Atoms 1-2, force components in eV/Å:
Pb 0.09 0.03 0.07
C 0.01 0.02 0.01